# 1
Below is a cluster of 3 separate species, C9H16N2O2 in total in a non-equilibrium geometry, with properties calculated with ωB97M-V/def2-TZVPD.

Properties
Lowest unoccupied orbital energy   0.23 eV
Gap between HOMO and LUMO   9.72 eV
E_tot   -16662.9211 eV
Highest occupied orbital energy   -9.5 eV
Total charge   0

Cartesian coordinates (Å):
C  2.765  -0.051  0.083
C  1.240  0.129  0.390
C  3.439  -0.773  1.199
C  3.461  1.100  -0.459
C  2.459  -1.086  -1.011
C  -2.397  -0.199  -0.079
C  -2.577  1.177  0.167
C  -3.864  1.574  0.061
C  -4.885  -0.657  0.040
H  0.734  -0.870  0.340
H  0.900  0.635  1.547
H  0.984  1.032  -0.318
H  4.398  -1.450  1.059
H  3.779  -0.259  2.138
H  2.792  -1.641  1.535
H  4.471  0.504  -0.515
H  3.346  2.056  0.264
H  3.054  1.465  -1.480
H  1.143  -0.735  -1.568
H  3.227  -1.164  -2.084
H  2.323  -2.147  -0.557
H  -3.410  -2.008  -0.344
H  -1.838  1.894  -0.305
H  -4.319  2.654  0.008
H  -5.738  1.272  0.113
N  -3.545  -1.059  0.060
N  -4.949  0.705  0.077
O  -1.270  -0.643  -0.472
O  -5.724  -1.453  0.110

Results of the natural (NBO) charge analysis, in e, for atoms 1 through 2: atom 1 (C): -0.22, atom 2 (C): -0.58

=====

# 2
Below is a cluster of 5 separate species, C21H30F8N2O7S2 in total in a non-equilibrium geometry, with properties calculated with ωB97M-V/def2-TZVPD.

Properties
Lowest unoccupied orbital energy   0.47 eV
Gap between HOMO and LUMO   9.85 eV
SMILES   FC(F)C(F)(F)COC(F)(F)C(F)F.CCOS(C)(=O)=O.CCOS(C)(=O)=O.c1ccncc1.c1ccncc1
E_tot   -82984.1666 eV
Highest occupied orbital energy   -9.4 eV
Total charge   0

Cartesian coordinates (Å):
F  -3.019  13.001  16.269
C  -2.566  13.079  14.987
F  -2.706  11.942  14.293
C  -3.136  14.342  14.293
F  -2.345  14.591  13.227
F  -3.009  15.385  15.121
C  -4.582  14.134  13.861
O  -5.094  15.364  13.394
C  -6.488  15.452  13.442
F  -7.042  14.300  13.032
F  -6.891  15.629  14.716
C  -6.924  16.594  12.552
F  -8.280  16.629  12.542
F  -6.478  17.771  13.073
H  -1.493  13.280  15.095
H  -5.172  13.764  14.707
H  -4.642  13.349  13.103
H  -6.548  16.451  11.533
C  -2.291  21.805  17.785
C  -1.802  20.855  16.692
O  -2.612  21.063  15.531
S  -2.302  20.032  14.267
C  -3.458  18.704  14.660
O  -2.756  20.725  13.103
O  -0.917  19.655  14.371
H  -3.347  21.614  17.969
H  -2.036  22.848  17.613
H  -1.718  21.540  18.679
H  -0.749  21.099  16.560
H  -1.923  19.838  17.068
H  -4.359  19.225  14.308
H  -3.762  18.712  15.705
H  -3.259  17.858  14.016
C  -4.648  13.378  19.146
C  -5.734  14.302  18.640
O  -5.647  15.721  18.963
S  -4.301  16.560  18.609
C  -3.762  17.010  20.270
O  -3.270  15.694  18.076
O  -4.636  17.765  17.897
H  -3.662  13.437  18.704
H  -5.002  12.387  18.840
H  -4.658  13.371  20.237
H  -5.771  14.256  17.545
H  -6.759  14.051  18.904
H  -4.489  17.660  20.742
H  -2.758  17.425  20.214
H  -3.616  16.030  20.727
C  2.065  13.176  11.345
C  0.822  12.636  11.521
C  0.347  12.283  12.808
N  1.135  12.365  13.864
C  2.357  12.898  13.715
C  2.805  13.396  12.501
H  2.487  13.316  10.359
H  0.199  12.415  10.662
H  -0.685  11.995  12.950
H  3.181  12.808  14.414
H  3.792  13.841  12.506
C  -2.036  10.922  8.738
C  -2.738  12.128  8.718
C  -3.177  12.524  9.980
N  -3.075  11.843  11.115
C  -2.379  10.685  11.082
C  -1.976  10.124  9.881
H  -1.553  10.643  7.808
H  -2.686  12.702  7.806
H  -3.706  13.468  10.078
H  -2.252  10.182  12.031
H  -1.466  9.171  9.863

Results of the natural (NBO) charge analysis, in e, for atoms 1 through 2: atom 1 (F): -0.33, atom 2 (C): 0.51

=====

# 3
Below is a cluster of 2 separate species, C4H10O2S in total in a non-equilibrium geometry, with properties calculated with ωB97M-V/def2-TZVPD.

Properties
Lowest unoccupied orbital energy   0.65 eV
Gap between HOMO and LUMO   9.80 eV
SMILES   O=CCCCS.O
E_tot   -19239.8245 eV
Highest occupied orbital energy   -9.2 eV
Total charge   0

Cartesian coordinates (Å):
O  1.858  0.841  -2.633
C  1.893  0.916  -1.441
C  0.760  0.515  -0.538
C  -0.566  0.301  -1.300
C  -1.516  -0.678  -0.662
S  -2.324  0.026  0.855
H  2.805  1.275  -0.942
H  0.651  1.350  0.160
H  1.082  -0.388  -0.017
H  -0.993  1.289  -1.478
H  -0.277  -0.031  -2.299
H  -1.041  -1.588  -0.307
H  -2.337  -0.897  -1.339
H  -2.072  1.301  0.600
O  0.770  -1.599  3.428
H  0.047  -1.010  3.663
H  1.260  -1.623  4.249

Results of the natural (NBO) charge analysis, in e, for atoms 1 through 2: atom 1 (O): -0.52, atom 2 (C): 0.45

=====

# 4
Below is a cluster of 15 separate species, C18H2Cl56F7 in total in a non-equilibrium geometry, with properties calculated with ωB97M-V/def2-TZVPD.

Properties
Lowest unoccupied orbital energy   1.09 eV
Gap between HOMO and LUMO   4.43 eV
E_tot   -738970.8558 eV
Highest occupied orbital energy   -3.3 eV
Total charge   -1

Cartesian coordinates (Å):
C  0.105  -0.639  -5.137
C  1.214  -1.506  -4.581
F  0.621  -2.508  -3.867
F  1.906  -2.043  -5.636
C  2.149  -0.645  -3.660
F  2.255  0.615  -4.047
F  1.613  -0.635  -2.398
C  3.582  -1.188  -3.498
F  4.227  -1.307  -4.613
F  3.548  -2.292  -2.811
F  4.326  -0.300  -2.724
H  0.572  0.015  -5.891
H  -0.187  -0.030  -4.249
C  -0.635  3.256  -2.882
Cl  -1.752  3.271  -1.499
Cl  1.019  3.505  -2.309
Cl  -0.734  1.680  -3.689
Cl  -1.070  4.550  -4.018
C  -4.753  5.967  -2.215
Cl  -5.619  5.281  -0.833
Cl  -3.157  6.514  -1.699
Cl  -4.592  4.733  -3.474
Cl  -5.667  7.340  -2.859
C  0.327  -3.150  -8.579
Cl  -0.374  -3.550  -10.162
Cl  0.786  -1.447  -8.553
Cl  -0.858  -3.460  -7.312
Cl  1.760  -4.154  -8.305
C  7.511  -2.923  -2.730
Cl  8.337  -3.067  -1.166
Cl  6.815  -4.489  -3.187
Cl  6.192  -1.763  -2.612
Cl  8.673  -2.399  -3.963
C  0.096  -3.652  0.123
Cl  1.449  -4.182  1.145
Cl  -0.497  -5.023  -0.833
Cl  -1.210  -3.042  1.159
Cl  0.631  -2.381  -0.970
C  2.858  2.419  1.498
Cl  3.829  1.802  2.859
Cl  3.374  1.627  0.012
Cl  1.145  2.084  1.765
Cl  3.097  4.167  1.356
C  -9.576  7.558  -3.695
Cl  -10.130  7.656  -5.372
Cl  -8.770  6.011  -3.434
Cl  -8.459  8.900  -3.370
Cl  -10.966  7.685  -2.607
C  0.660  0.270  6.060
Cl  1.559  0.108  7.598
Cl  0.118  -1.327  5.535
Cl  -0.748  1.323  6.279
Cl  1.724  0.967  4.837
C  -4.577  0.174  -2.580
Cl  -3.570  -0.358  -1.225
Cl  -4.032  -0.616  -4.059
Cl  -6.271  -0.249  -2.260
Cl  -4.431  1.928  -2.764
C  2.975  -5.889  -3.279
Cl  2.893  -4.716  -4.592
Cl  2.489  -5.105  -1.775
Cl  1.883  -7.242  -3.623
Cl  4.640  -6.493  -3.115
C  -1.292  2.871  9.998
Cl  -0.298  1.700  9.129
Cl  -1.062  2.671  11.744
Cl  -0.814  4.512  9.527
Cl  -2.993  2.613  9.592
C  -5.468  4.845  7.248
Cl  -6.003  6.365  6.516
Cl  -6.547  4.424  8.587
Cl  -5.507  3.560  6.034
Cl  -3.821  5.026  7.860
C  4.021  -9.918  -0.765
Cl  4.417  -10.765  0.740
Cl  3.394  -11.078  -1.945
Cl  2.801  -8.684  -0.441
Cl  5.477  -9.152  -1.410
C  2.675  0.675  12.414
Cl  2.007  0.254  10.834
Cl  2.881  2.428  12.517
Cl  1.567  0.135  13.683
Cl  4.244  -0.117  12.626

Results of the Löwdin charge analysis, in e, for atoms 1 through 2: atom 1 (C): -0.15, atom 2 (C): -0.59